(1)
Formula: C12H7CrN2O7S
Source: OMol25
Level of theory: ωB97M-V/def2-TZVPD

```
30
Properties=species:S:1:pos:R:3:forces:R:3:nbo_charge:R:1
Cr -1.830 1.320 0.125 -0.46 0.40 0.00 0.627
C -2.907 -0.443 1.289 0.04 -0.04 -0.04 -0.295
C -3.147 0.807 1.907 0.06 -0.06 -0.02 -0.325
C -3.851 1.611 0.976 -0.05 0.06 0.03 -0.273
C -4.028 0.865 -0.215 0.04 -0.01 -0.04 -0.325
C -3.447 -0.409 -0.007 0.07 -0.07 0.03 -0.300
H -2.324 -1.248 1.710 0.03 0.01 0.00 0.224
H -2.839 1.098 2.899 0.04 0.01 -0.02 0.228
H -4.160 2.631 1.132 0.06 -0.02 -0.02 0.243
H -4.512 1.205 -1.117 0.05 0.02 -0.01 0.225
H -3.354 -1.187 -0.750 0.04 0.02 -0.02 0.222
O 0.030 -0.035 -3.381 -0.12 0.02 -0.02 -0.723
C -0.157 0.239 -2.190 0.49 -0.10 0.04 0.803
O -1.210 0.753 -1.715 -0.17 -0.11 0.12 -0.697
C 1.008 -0.096 -1.236 -0.36 0.10 0.16 -0.260
C 2.167 -0.531 -1.811 -0.07 0.04 0.00 -0.124
C 3.270 -0.909 -1.032 0.59 -0.12 -0.28 -0.095
C 3.200 -0.908 0.343 -0.11 -0.01 0.04 -0.134
C 2.029 -0.503 0.944 0.01 -0.16 0.60 -0.122
C 0.885 0.009 0.213 -0.01 0.17 -0.19 0.527
O -0.091 0.527 0.805 0.20 -0.29 -0.06 -0.623
N 2.010 -0.616 2.416 -0.23 0.50 -0.59 0.538
O 3.088 -0.706 2.997 0.10 -0.11 0.11 -0.460
O 0.942 -0.600 2.994 0.10 -0.22 0.02 -0.371
N 4.500 -1.355 -1.666 -0.67 -0.14 0.13 0.536
O 4.545 -1.383 -2.890 0.13 0.09 0.05 -0.431
O 5.429 -1.731 -0.957 0.10 0.10 -0.03 -0.452
H 2.197 -0.581 -2.890 0.02 -0.01 0.01 0.266
H 4.033 -1.236 0.944 -0.02 0.01 0.00 0.258
S -1.477 3.411 0.161 0.09 -0.08 0.00 -0.688
```
Forces are in eV/Å.

E_LUMO (spin up / spin down) = 4.86 / 4.87 eV
2S+1 = 2
Total charge = -2

=====

(2)
Formula: C13H34N3PdSb
Source: OMol25
Level of theory: ωB97M-V/def2-TZVPD

```
52
Properties=species:S:1:pos:R:3:forces:R:3:nbo_charge:R:1
Pd -0.760 1.075 -0.568 -0.25 0.10 0.62 -0.025
N -1.352 3.527 -0.385 -0.11 -0.06 0.01 -0.855
C -2.730 3.731 0.062 0.08 -0.09 -0.09 -0.221
C -3.076 2.827 1.243 0.15 -0.08 -0.09 -0.220
N -2.892 1.415 0.972 -0.29 0.08 0.18 -0.642
C -3.990 0.686 0.370 0.18 0.01 -0.08 -0.223
C -3.928 0.620 -1.156 0.11 -0.01 -0.05 -0.221
N -2.669 0.035 -1.627 0.02 0.12 0.17 -0.864
H -1.158 4.032 -1.238 -0.01 0.03 -0.01 0.372
H -0.688 3.833 0.314 0.02 0.00 0.03 0.370
H -2.938 4.763 0.361 -0.02 0.09 0.02 0.171
H -3.390 3.505 -0.777 0.00 0.01 -0.03 0.182
H -2.409 3.092 2.068 -0.01 0.00 0.05 0.197
H -4.101 3.056 1.567 -0.04 0.03 0.00 0.169
H -2.523 0.934 1.774 0.07 -0.02 -0.01 0.385
H -3.960 -0.339 0.746 -0.01 -0.03 0.04 0.195
H -4.965 1.106 0.653 -0.05 0.00 0.01 0.173
H -4.807 0.062 -1.493 -0.07 -0.04 -0.06 0.171
H -4.002 1.623 -1.575 0.02 0.02 -0.02 0.186
H -2.597 -0.941 -1.369 -0.02 -0.03 0.00 0.370
H -2.586 0.097 -2.631 -0.01 -0.01 -0.03 0.377
C 3.913 -1.876 1.069 -0.03 0.06 0.12 -0.624
C 2.889 -0.874 1.599 -0.12 0.08 0.08 -0.517
C 3.557 0.463 1.923 0.07 -0.07 0.04 -0.626
Sb 1.078 -0.423 0.428 -0.02 -0.05 -0.90 1.008
C 0.117 -2.382 0.317 0.16 -0.09 0.13 -0.530
C -0.877 -2.508 1.469 -0.07 -0.05 -0.04 -0.625
C 0.989 -3.630 0.213 -0.08 0.02 0.01 -0.621
C 1.813 -0.354 -1.653 0.30 -0.06 0.23 -0.509
C 3.084 -1.099 -2.058 -0.07 0.03 -0.04 -0.620
C 1.906 1.117 -2.061 0.02 0.07 -0.13 -0.623
H 4.675 -2.068 1.835 -0.05 0.02 -0.01 0.199
H 4.433 -1.488 0.197 0.02 0.02 -0.01 0.205
H 3.474 -2.833 0.797 -0.01 0.00 -0.01 0.211
H 2.449 -1.278 2.518 0.05 0.02 0.02 0.202
H 4.000 0.904 1.024 -0.03 -0.02 0.03 0.199
H 4.365 0.328 2.651 -0.02 0.01 -0.04 0.201
H 2.853 1.189 2.333 0.01 -0.01 0.00 0.213
H -0.442 -2.253 -0.616 -0.01 -0.01 -0.04 0.202
H -0.360 -2.623 2.427 -0.01 0.01 -0.03 0.199
H -1.524 -3.385 1.343 0.04 0.02 0.02 0.197
H -1.516 -1.623 1.540 0.01 -0.02 -0.01 0.206
H 1.533 -3.806 1.144 0.00 0.01 -0.02 0.199
H 1.717 -3.563 -0.597 -0.01 0.00 0.01 0.207
H 0.375 -4.522 0.030 0.01 0.05 0.02 0.198
H 0.959 -0.800 -2.164 -0.07 -0.06 -0.08 0.207
H 3.969 -0.625 -1.630 0.00 0.01 -0.01 0.195
H 3.209 -1.077 -3.148 -0.03 0.01 0.05 0.197
H 3.081 -2.144 -1.748 0.01 0.00 0.00 0.203
H 2.702 1.630 -1.513 0.03 -0.02 -0.01 0.194
H 0.967 1.660 -1.849 0.18 -0.16 -0.11 0.213
H 2.133 1.203 -3.133 -0.01 0.03 0.05 0.193
```
Forces are in eV/Å.

Energy relative to the best compared isomer or geometry (same formula, charge and spin) = 0.000 eV
E_LUMO = 0.81 eV
2S+1 = 1

=====

(3)
Formula: C17H20ClIO2S2Tl
Source: OMol25
Level of theory: ωB97M-V/def2-TZVPD

```
44
Properties=species:S:1:pos:R:3:forces:R:3:nbo_charge:R:1
Tl -0.315 -0.482 -3.396 0.11 0.06 -0.41 0.690
O -0.265 -0.418 -0.785 1.03 0.33 -0.66 -1.030
S -1.434 -0.895 -0.031 -0.13 -0.28 2.46 1.307
C -1.245 -0.014 1.618 -0.41 -0.12 -0.53 -0.581
C -1.672 1.446 1.545 0.10 0.08 -0.12 -0.409
C -0.727 2.298 0.685 -0.09 0.07 0.12 -0.427
C -1.178 2.390 -0.759 0.35 0.28 -0.23 -0.614
S 0.058 3.150 -1.922 0.18 -0.08 1.47 1.240
O -0.023 2.321 -3.137 -0.08 -0.31 -1.04 -0.984
C 1.591 2.653 -1.075 -0.27 0.44 -0.19 -0.172
C 2.170 1.429 -1.334 -0.30 -0.08 -0.18 -0.216
C 3.341 1.072 -0.687 0.03 0.03 -0.02 -0.186
C 3.939 1.961 0.190 0.00 -0.01 0.08 -0.216
C 3.369 3.205 0.426 0.00 0.03 0.11 -0.229
C 2.187 3.553 -0.204 -0.03 0.01 -0.07 -0.260
C -0.902 -2.472 0.680 -0.19 0.07 -0.05 -0.138
C 0.376 -2.934 0.430 0.05 0.34 -0.15 -0.250
C 0.784 -4.128 1.000 0.02 -0.10 0.05 -0.190
C -0.086 -4.854 1.796 0.08 -0.16 0.07 -0.224
C -1.378 -4.398 2.015 -0.09 0.02 0.05 -0.223
C -1.790 -3.204 1.451 -0.01 0.05 -0.01 -0.255
H -0.200 -0.107 1.906 0.15 -0.11 -0.05 0.220
H -1.863 -0.556 2.330 -0.06 -0.14 0.04 0.214
H -1.690 1.854 2.563 -0.04 -0.11 -0.07 0.207
H -2.690 1.505 1.152 -0.10 0.05 0.08 0.205
H 0.264 1.844 0.724 -0.03 0.10 0.08 0.228
H -0.658 3.307 1.104 0.10 -0.05 0.05 0.197
H -2.080 2.999 -0.849 0.01 0.06 -0.07 0.210
H -1.379 1.412 -1.200 0.01 0.17 -0.15 0.293
H 1.709 0.729 -2.015 0.11 -0.04 0.01 0.262
H 3.754 0.095 -0.887 0.03 -0.11 -0.02 0.250
H 4.846 1.681 0.705 0.14 -0.01 0.02 0.204
H 3.841 3.900 1.106 0.04 0.05 0.05 0.203
H 1.725 4.512 -0.016 -0.03 0.16 0.00 0.207
H 1.028 -2.367 -0.224 0.10 0.04 -0.11 0.292
H 1.787 -4.488 0.813 0.02 -0.02 -0.03 0.215
H 0.238 -5.785 2.242 0.00 -0.03 0.00 0.202
H -2.064 -4.973 2.622 -0.03 -0.04 0.03 0.203
H -2.797 -2.839 1.599 -0.17 -0.01 0.03 0.210
Cl 2.124 -1.811 -2.434 0.20 -0.11 -0.06 -0.862
I -2.700 -2.412 -2.448 -0.71 -0.15 -0.32 -0.093
C -2.899 -0.176 -2.390 -0.28 -0.04 -0.28 -1.008
H -3.644 -0.041 -1.586 0.09 -0.15 -0.05 0.154
H -3.454 0.038 -3.321 0.12 -0.18 0.06 0.158
```
Forces are in eV/Å.

E_LUMO = 2.50 eV
2S+1 = 1
Total charge = -1

=====

(4)
Formula: C45H54CsN7S
Source: OMol25
Level of theory: ωB97M-V/def2-TZVPD

```
108
Properties=species:S:1:pos:R:3:forces:R:3:mulliken_charge:R:1
Cs 0.984 0.963 -0.124 -0.41 -0.10 -0.28 1.684
C 5.448 0.479 -0.346 0.00 -0.01 -0.01 -0.383
C 5.133 -0.966 -0.762 -0.02 0.01 0.02 -0.685
C 3.649 -1.376 -0.757 0.19 0.06 -0.01 -0.949
N 3.012 -1.043 0.489 -0.12 0.20 0.01 0.194
C 3.126 -1.737 1.569 0.18 -0.09 0.03 0.370
C 3.743 -3.040 1.618 -0.07 0.04 0.01 -0.707
C 4.140 -3.837 2.666 0.00 0.00 0.02 -0.351
C 4.155 -3.595 4.040 -0.01 0.00 -0.01 -0.614
C 3.698 -2.424 4.640 0.02 -0.02 0.01 -0.474
C 3.029 -1.337 4.123 -0.01 0.04 -0.06 -1.072
C 2.522 -1.061 2.798 0.11 -0.02 0.06 0.233
N 1.631 -0.164 2.535 -0.01 0.05 -0.04 0.976
C 1.009 0.615 3.580 0.14 0.03 0.11 -1.694
C 1.673 1.990 3.816 0.04 0.07 -0.04 0.062
C 1.256 3.174 2.914 0.13 -0.03 0.06 -1.611
N 1.876 3.202 1.609 -0.04 -0.17 -0.10 -0.266
C 2.985 3.833 1.424 0.19 0.10 0.17 0.638
C 3.737 4.482 2.481 -0.08 -0.08 -0.08 -0.660
C 4.626 5.532 2.436 0.04 0.03 0.00 -0.452
C 5.115 6.268 1.357 -0.01 -0.01 0.01 -0.536
C 4.910 5.939 0.016 0.00 0.01 0.01 -0.221
C 4.298 4.848 -0.553 0.01 -0.09 0.02 -0.610
C 3.600 3.730 0.037 0.05 0.12 -0.02 0.110
N 3.386 2.603 -0.553 -0.11 -0.17 0.16 0.083
C 4.052 2.191 -1.763 0.12 0.02 0.11 -0.844
C 5.420 1.570 -1.427 -0.01 0.02 -0.01 -0.743
H 6.462 0.474 0.067 -0.01 0.02 0.02 0.353
H 4.782 0.772 0.468 0.02 -0.01 0.03 0.091
H 5.639 -1.635 -0.059 0.02 0.01 -0.01 0.374
H 5.557 -1.170 -1.754 -0.01 -0.01 -0.01 0.412
H 3.586 -2.437 -1.041 -0.05 -0.01 0.02 0.336
H 3.132 -0.819 -1.551 -0.02 -0.05 0.00 0.054
H 3.926 -3.462 0.637 0.00 -0.01 0.00 0.165
H 4.553 -4.798 2.363 0.00 0.00 0.00 0.274
H 4.598 -4.348 4.682 0.00 -0.01 -0.01 0.279
H 3.889 -2.355 5.710 0.00 0.01 0.00 0.274
H 2.815 -0.561 4.846 0.01 0.00 0.00 0.183
H 1.000 0.093 4.547 -0.13 -0.06 -0.03 0.440
H -0.042 0.771 3.299 0.02 0.05 0.00 0.304
H 2.758 1.865 3.762 0.00 0.00 0.01 0.333
H 1.437 2.297 4.842 0.00 -0.06 0.03 0.351
H 1.454 4.096 3.479 -0.08 0.04 -0.04 0.486
H 0.169 3.118 2.769 0.00 0.00 0.01 0.407
H 3.523 4.105 3.473 0.01 0.01 0.01 0.251
H 4.983 5.856 3.413 -0.01 -0.01 0.01 0.279
H 5.732 7.132 1.576 0.00 0.00 -0.01 0.277
H 5.354 6.629 -0.700 0.00 -0.01 -0.01 0.281
H 4.367 4.792 -1.633 0.01 0.01 0.00 0.190
H 4.222 2.991 -2.496 -0.06 -0.01 -0.03 0.348
H 3.417 1.444 -2.258 0.03 0.03 -0.02 0.125
H 6.041 2.400 -1.072 0.03 -0.02 -0.01 0.331
H 5.887 1.197 -2.348 -0.02 0.00 -0.01 0.411
C -5.648 0.254 -4.786 -0.03 0.07 -0.03 -1.992
C -5.554 -0.565 -3.502 0.05 0.02 0.03 2.151
C -5.531 -2.055 -3.871 0.00 -0.01 -0.02 -1.708
C -6.791 -0.272 -2.641 0.00 -0.02 -0.01 -1.691
C -4.295 -0.233 -2.705 -0.02 -0.04 0.05 0.573
C -3.316 0.637 -3.159 -0.06 -0.06 -0.05 -0.561
C -2.192 0.852 -2.365 -0.09 -0.13 0.00 -0.777
N -1.989 0.263 -1.192 -0.03 0.23 -0.15 -0.039
C -2.924 -0.583 -0.756 0.17 -0.12 0.20 -0.883
C -4.076 -0.853 -1.472 -0.04 0.01 -0.05 -0.301
C -2.630 -1.263 0.546 -0.10 0.08 -0.14 -0.741
C -3.655 -1.645 1.401 0.02 -0.04 0.07 -0.371
C -3.363 -2.291 2.601 -0.09 0.02 -0.03 0.722
C -2.025 -2.523 2.876 0.07 0.00 0.01 -0.509
C -1.059 -2.093 1.970 0.02 0.06 0.00 -0.886
N -1.344 -1.475 0.833 0.02 -0.03 -0.03 -0.235
C -4.497 -2.696 3.540 0.03 0.00 -0.02 2.128
C -5.291 -1.447 3.945 0.00 0.00 0.00 -1.652
C -5.426 -3.677 2.813 -0.02 -0.01 0.01 -1.570
C -3.977 -3.368 4.811 -0.01 -0.01 -0.01 -2.205
H -6.556 -0.030 -5.326 0.01 0.01 -0.01 0.428
H -4.793 0.113 -5.448 0.00 -0.04 0.00 0.318
H -5.700 1.324 -4.576 -0.01 -0.01 0.02 0.420
H -6.424 -2.307 -4.449 0.00 -0.01 0.00 0.455
H -5.506 -2.695 -2.986 0.00 0.02 0.01 0.317
H -4.654 -2.282 -4.479 0.00 0.01 0.00 0.376
H -7.699 -0.506 -3.203 0.00 0.00 0.00 0.443
H -6.823 0.783 -2.362 0.00 0.00 0.00 0.373
H -6.799 -0.865 -1.724 -0.01 0.00 0.00 0.310
H -3.371 1.113 -4.133 0.08 0.05 0.03 0.295
H -1.412 1.512 -2.726 -0.02 0.01 -0.02 0.579
H -4.785 -1.576 -1.088 0.01 0.00 0.00 0.758
H -4.678 -1.413 1.134 0.00 0.00 0.00 0.741
H -1.702 -3.013 3.783 0.00 0.00 0.00 0.498
H -0.004 -2.235 2.179 0.00 0.00 0.00 0.489
H -5.745 -0.961 3.081 0.01 0.00 0.00 0.320
H -4.642 -0.719 4.435 0.00 -0.01 0.01 0.374
H -6.090 -1.721 4.639 0.00 0.01 0.00 0.450
H -5.847 -3.231 1.911 0.00 0.00 0.00 0.317
H -6.253 -3.969 3.466 0.00 0.00 0.00 0.439
H -4.884 -4.578 2.520 0.01 0.01 0.00 0.374
H -3.320 -2.704 5.374 -0.01 0.00 0.01 0.417
H -3.426 -4.284 4.586 0.00 0.01 -0.01 0.401
H -4.822 -3.633 5.451 0.01 0.00 0.01 0.443
S -2.795 1.794 -6.789 0.08 -0.05 0.00 -0.517
C -1.269 1.012 -6.534 -0.04 0.04 0.04 0.015
C -0.473 0.598 -7.635 -0.07 0.03 -0.08 -0.601
C 0.724 -0.042 -7.436 0.08 -0.05 0.11 -0.119
C 1.160 -0.293 -6.131 -0.07 0.03 -0.14 -0.864
C 0.337 0.146 -5.112 0.01 0.04 0.11 -0.207
N -0.820 0.783 -5.281 -0.05 -0.05 -0.04 -0.148
H -0.843 0.802 -8.631 0.01 -0.01 0.00 0.323
H 1.327 -0.354 -8.282 -0.02 0.01 -0.02 0.330
H 2.093 -0.798 -5.922 0.00 0.00 0.03 0.376
H 0.627 -0.023 -4.075 0.01 0.00 -0.01 0.532
```
Forces are in eV/Å.

Energy relative to the best compared isomer or geometry (same formula, charge and spin) = 0.100 eV
E_LUMO = 3.30 eV
2S+1 = 1
Total charge = -2